Record 1
20
Properties=species:S:1:pos:R:3:forces:R:3 method="wB97M-V/def2-TZVPD" smiles=N[C@@H]1C[C@]12CCNC2 e_tot_ha=-345.13274 total_charge=0
N 1.90396 -1.11144 -0.56732 1.35 2.22 1.86
C 1.56501 0.41293 -0.48154 -1.04 -2.86 -0.02
C 1.35864 1.11226 0.76915 4.04 0.87 4.77
C 0.20271 0.41018 0.32165 -2.66 0.84 -4.39
C -0.29874 -0.94223 0.60357 -4.39 0.02 4.45
C -1.84150 -1.00148 -0.00987 1.29 1.02 2.33
N -2.27387 0.41340 -0.02253 1.13 -1.16 0.34
C -1.01987 1.14217 -0.44188 -0.22 0.87 0.07
H 2.87936 -1.24554 -0.95749 -1.23 0.17 1.32
H 1.74340 -1.39977 0.51957 1.66 0.44 -3.60
H 1.73625 1.15275 -1.23821 -0.03 -0.80 -1.23
H 1.40660 2.22555 0.68739 -0.31 -1.03 0.12
H 2.05227 0.75419 1.70039 -2.05 0.73 -1.85
H -0.20842 -1.23359 1.75798 -0.47 0.59 -2.27
H 0.01727 -1.72512 0.04594 1.94 -2.05 -1.37
H -1.56064 -1.04706 -1.09696 -0.90 -2.18 0.66
H -2.60390 -1.65988 0.69022 2.02 1.18 -2.63
H -2.99958 0.33380 -0.71334 -0.27 1.17 -0.54
H -1.29539 2.07708 0.03605 0.99 0.81 -0.43
H -0.76356 1.33181 -1.60276 -0.86 -0.83 2.41

=====

Record 2
20
Properties=species:S:1:pos:R:3:forces:R:3 method="wB97M-V/def2-TZVPD" multiplicity=2 e_tot_ha=-345.00815 total_charge=+1
C 2.80645 0.76627 -0.15912 -0.47 -0.11 0.48
C 2.33294 0.91899 -1.60278 -0.21 1.34 0.47
H 2.54754 1.65302 0.42044 -0.29 0.15 -0.04
H 2.31819 -0.07813 0.33840 0.21 -0.15 0.00
H 3.87870 0.69509 0.01670 0.06 -0.34 -0.51
H 1.24727 1.07049 -1.66687 -0.07 -0.53 0.21
H 2.62453 0.14703 -2.30145 0.22 -0.06 -0.02
H 2.65666 1.91713 -1.90944 0.46 -0.32 -0.55
C -2.10998 -0.58709 -1.46984 0.07 -1.05 0.37
C -0.10946 -1.00683 1.37105 -0.19 0.22 -0.60
C -1.39251 -0.36574 -0.21434 -0.39 -1.66 -0.99
C -1.26881 0.74076 0.65808 0.02 0.21 1.32
N -0.66274 -1.41246 0.26992 -0.01 0.36 0.06
N -0.51606 0.31405 1.67794 0.62 0.25 -0.45
H 0.60872 -1.63460 1.87853 -0.05 0.45 0.61
H -0.08776 0.96329 2.33162 -0.13 -0.40 0.24
H -1.74216 1.70936 0.68391 0.09 0.08 -0.28
H -2.79269 0.18250 -1.79958 0.39 0.20 -0.41
H -2.64362 -1.55414 -1.42608 -0.34 0.33 0.63
H -1.34557 -1.02494 -2.13456 0.00 1.02 -0.55

=====

Record 3
20
Properties=species:S:1:pos:R:3:forces:R:3 method="wB97M-V/def2-TZVPD" multiplicity=2 e_tot_ha=-345.00664 total_charge=+1
C 2.59344 -0.06552 0.05911 -0.14 -0.26 0.15
C 2.29756 0.15607 -1.42431 1.42 0.10 0.24
H 1.68265 -0.20507 0.64958 0.09 0.22 -0.06
H 3.19512 -0.96097 0.23026 -0.07 -0.01 -0.11
H 3.14578 0.76278 0.49161 0.04 0.14 0.02
H 1.52653 -0.49993 -1.80551 -0.34 0.20 -0.13
H 3.21734 -0.08161 -1.96247 -0.07 -0.26 -0.15
H 2.19927 1.21596 -1.65436 -0.80 -0.05 0.01
C -2.51132 -0.01946 -1.27091 -0.73 -0.15 0.99
C -0.46180 -0.91079 1.44272 0.63 1.91 1.14
C -1.73247 -0.05308 -0.03088 0.01 -0.09 -0.21
C -1.86669 0.74873 1.16178 -1.03 0.04 0.41
N -0.79480 -0.98822 0.18834 -0.10 -0.97 0.15
N -1.12242 0.16904 2.08385 0.47 0.03 -0.69
H 0.36134 -1.27610 2.04784 -0.13 -0.98 -0.66
H -0.80415 0.62850 2.92967 -0.28 -0.33 0.23
H -2.56687 1.53664 1.40738 0.25 0.19 -0.24
H -3.52400 -0.38939 -1.02850 0.12 -0.14 0.14
H -2.08588 -0.76530 -1.92917 0.09 0.50 -0.67
H -2.74862 0.99770 -1.58602 0.55 -0.09 -0.56

=====

Record 4
21
Properties=species:S:1:pos:R:3:forces:R:3 method="wB97M-V/def2-TZVPD" e_tot_ha=-420.43488 total_charge=0
C 0.82349 -0.19579 2.03494 0.28 -0.07 -0.24
C 1.92364 -0.61098 -0.21210 0.07 -0.46 -0.25
C 0.11363 1.15147 0.01619 -0.85 -2.06 0.25
C -0.75808 -0.00649 -0.70391 -0.24 1.24 -2.11
C 0.82694 0.08437 0.54726 1.10 1.22 1.43
N -0.63465 1.97404 0.85637 0.21 -0.55 -0.12
N -1.98114 -0.29427 -0.07601 0.12 0.02 0.36
C -0.50875 -0.49290 -1.93623 0.00 0.51 0.47
O -1.48864 -1.21815 -2.59936 -0.13 -0.48 -0.03
H -1.24326 -1.30093 -3.52544 -0.01 0.01 0.17
H -0.47095 1.96177 1.85471 -0.24 0.33 -0.28
H -1.19612 2.68937 0.42461 0.25 0.05 0.39
H -2.37072 0.49739 0.41593 0.10 -0.02 -0.01
H -2.65065 -0.70045 -0.71250 0.05 -0.05 -0.09
H 0.42348 -0.33426 -2.45347 -0.03 0.09 -0.05
H 1.37414 0.58416 2.56551 -0.04 0.08 0.12
H 1.59860 -1.58385 -0.58281 0.02 -0.07 -0.08
H 1.32245 -1.13910 2.25998 -0.06 0.01 -0.03
H -0.19534 -0.24290 2.41772 -0.12 0.10 0.04
H 2.31294 -0.01421 -1.03567 -0.26 -0.07 -0.05
H 2.77901 -0.80830 0.44428 -0.21 0.17 0.13

=====

Record 5
21
Properties=species:S:1:pos:R:3:forces:R:3 method="wB97M-V/def2-TZVPD" e_tot_ha=-420.21527 total_charge=0
C -1.08337 1.67197 -0.31323 0.04 1.27 -3.06
C -2.57605 -0.27438 -0.39025 0.59 -4.08 3.51
C 0.30164 -0.40943 1.20395 -2.41 0.03 2.42
C 1.09089 -0.92235 0.11921 5.27 -0.34 -1.08
C 2.34472 -0.12494 -0.51582 -3.31 5.19 4.51
C 2.61094 1.13648 0.05067 -5.43 -2.01 -0.41
H -0.03283 1.97005 0.42984 -3.83 -0.41 -2.76
H -2.34065 2.42782 -0.17855 4.12 -2.09 -0.15
H -0.81722 1.39623 -1.62220 -0.46 2.93 3.43
H -2.43966 -1.44516 -0.30954 -0.17 1.99 -0.30
H -3.25918 -0.12167 0.44174 -0.38 0.84 -0.23
H -2.87054 -0.13253 -1.32667 -1.90 1.12 -3.83
H 0.59782 -0.68816 2.16857 0.92 0.03 1.56
H 1.85058 -1.72079 0.54726 -2.09 0.48 -0.13
H -0.62495 -0.86348 -0.89798 2.84 -0.34 0.77
H 2.68175 -0.44309 -1.43981 1.29 -1.07 -1.35
H 1.60277 1.81417 0.61198 3.56 -2.70 -0.89
H 3.16630 1.85477 -0.42700 2.03 1.27 -0.87
N -1.28710 0.27224 -0.18988 -0.68 -0.89 3.94
N -0.95924 -0.12739 1.21773 1.90 0.91 -1.56
O 0.25971 -1.44078 -0.76498 -1.88 -2.12 -3.51

=====

Record 6
21
Properties=species:S:1:pos:R:3:forces:R:3 method="wB97M-V/def2-TZVPD" e_tot_ha=-420.45466 total_charge=0
C -0.63443 -1.60628 -0.18061 1.14 -0.36 0.64
C 0.75515 -1.42446 -0.11990 -1.38 -1.35 -0.25
C -0.94745 1.20885 -1.73834 -0.07 -0.38 0.06
C 1.05952 0.79662 1.58727 0.18 -1.35 0.22
C -0.67035 0.96538 -0.27502 0.85 0.25 0.43
C 0.83940 0.56152 0.09873 -0.99 3.34 -0.47
N -1.42572 -1.80885 0.89906 0.20 0.18 -0.20
N 1.63624 1.16070 -0.76636 -0.29 -1.78 -1.14
O -1.50213 1.16921 0.58339 0.07 -0.16 -0.18
H -1.15201 -1.58569 -1.12990 -0.02 0.16 -0.06
H -2.37163 -1.46103 0.86019 0.00 -0.06 -0.05
H -0.99541 -1.70355 1.80638 -0.02 -0.04 -0.06
H 2.53500 0.70059 -0.89434 0.39 0.66 0.78
H 1.28996 -1.62303 -1.03820 -0.03 0.40 -0.11
H 1.26969 -1.82770 0.74629 -0.04 0.41 0.25
H -0.74068 2.25350 -1.96215 0.06 0.04 0.00
H -0.29432 0.60852 -2.36821 0.06 0.07 0.00
H -1.99504 0.99813 -1.94932 -0.06 0.08 0.06
H 2.04801 0.43011 1.87105 -0.07 0.00 0.10
H 0.27988 0.32243 2.17946 0.06 -0.08 0.23
H 1.01633 1.86503 1.79054 -0.06 -0.02 -0.26

=====

Record 7
21
Properties=species:S:1:pos:R:3:forces:R:3 method="wB97M-V/def2-TZVPD" smiles=CNC[C@@]12COC[C@@H]1N2 e_tot_ha=-420.40366 total_charge=0
C 3.07236 -0.07481 0.36889 -0.54 3.14 -0.21
N 1.77864 0.42472 -0.19849 2.63 0.12 -0.12
C 0.80701 -0.59155 -0.31940 -2.40 2.39 -1.80
C -0.62552 0.06862 -0.52739 1.36 -2.62 3.23
C -1.63879 -1.12833 -0.35641 3.46 -0.80 -5.38
O -2.84072 -0.51889 -0.22862 -0.86 -1.61 -0.45
C -2.56635 0.38607 0.75643 -2.09 2.84 1.62
C -1.18493 0.99564 0.42754 -0.64 1.83 1.00
N -1.12520 1.34650 -1.08676 -1.55 -2.77 1.75
H 2.99623 0.00545 1.41950 0.37 -0.77 1.26
H 3.75344 0.74878 0.03327 0.07 -0.92 0.61
H 3.36261 -0.97166 -0.09637 0.55 -1.53 0.00
H 2.28632 0.56078 -1.04526 -1.43 0.91 -1.86
H 0.86781 -1.27822 -1.13794 0.82 -0.63 -0.79
H 0.84077 -1.14973 0.56479 -0.56 -0.86 1.49
H -1.24646 -1.77248 0.52114 -0.93 0.72 -1.38
H -1.45412 -1.57878 -1.49558 -1.31 -0.09 3.09
H -2.59859 -0.18386 1.77067 0.21 1.40 -1.19
H -3.41932 1.15783 0.60570 1.36 -1.01 1.11
H -0.71124 1.63410 1.26231 -0.37 -1.09 -1.85
H -0.35394 1.91981 -1.23801 1.84 1.31 -0.14

=====

Record 8
22
Properties=species:S:1:pos:R:3:forces:R:3 method="wB97M-V/def2-TZVPD" smiles="C=C(C)C=O.CNC(N)=O" e_tot_ha=-495.79173 total_charge=0
C -2.25395 -0.11180 -1.05394 0.29 0.06 0.07
C -1.49549 0.06033 0.02559 0.76 -1.44 -0.93
C -1.38418 1.36049 0.75562 0.18 -0.19 0.11
C -0.67603 -1.24043 0.50537 -3.05 2.47 -0.42
O -0.58622 -2.24404 -0.16166 0.17 -0.21 0.47
H -2.83030 0.69043 -1.49300 -0.19 0.08 0.14
H -2.26525 -1.06055 -1.56975 0.02 -0.15 0.00
H -2.25821 1.98782 0.58104 -0.02 -0.10 0.05
H -1.27710 1.19559 1.82805 -0.01 0.08 0.14
H -0.50854 1.90536 0.40070 0.04 0.02 0.09
H -0.68158 -1.07230 1.59650 1.04 -1.13 0.35
C 1.94676 0.14760 1.44501 0.18 0.22 -0.19
N 1.42969 -0.52883 0.27028 0.33 0.22 0.00
C 1.27158 0.19580 -0.91761 0.27 -0.28 0.01
N 1.00628 -0.59904 -1.99665 0.10 -0.05 -0.18
O 1.35760 1.40317 -0.95584 0.01 0.24 -0.02
H 1.69602 -0.43117 2.33140 -0.01 -0.01 0.03
H 1.48645 1.13001 1.49993 0.02 0.00 0.08
H 3.02838 0.28348 1.38673 0.02 0.02 0.09
H 1.76475 -1.47595 0.14823 -0.16 0.07 -0.04
H 0.66237 -0.10234 -2.80362 0.06 0.03 0.09
H 0.56700 -1.49364 -1.82242 -0.05 0.05 0.07

=====

Record 9
23
Properties=species:S:1:pos:R:3:forces:R:3 method="wB97M-V/def2-TZVPD" e_tot_ha=-836.93580 total_charge=+1
C 0.31841 -1.73806 -2.19584 0.21 0.24 -0.30
C 0.73786 -0.46830 -1.92219 -0.06 -0.35 -0.24
C -0.27082 -1.19690 -0.17422 0.02 0.07 0.08
C -0.95041 -3.46534 -0.89542 -0.45 -0.64 0.17
C 2.44502 1.84859 2.50990 1.13 -0.11 0.43
C -2.04637 2.49872 0.17616 -1.00 0.04 -0.73
N -0.31887 -2.18858 -1.07814 0.18 0.42 0.05
N 0.36194 -0.15269 -0.65770 -0.01 1.32 1.07
O 1.10350 1.92001 2.05954 -0.90 0.02 -0.47
O -0.93391 2.30125 1.02787 0.96 -0.12 0.47
P 0.57818 2.32312 0.65046 -0.37 -0.83 0.04
H 0.42309 -2.33568 -3.07618 0.00 -0.19 -0.18
H 1.27617 0.22176 -2.53639 0.14 0.09 -0.24
H -0.69036 -1.26450 0.80985 -0.12 -0.11 0.20
H -0.71149 -4.11574 -1.73418 0.03 0.06 0.06
H -0.59950 -3.93029 0.02601 0.01 0.00 -0.09
H -2.03512 -3.35168 -0.83832 0.10 -0.02 -0.05
H 2.50704 2.40434 3.44662 -0.05 -0.04 -0.18
H 3.14386 2.26420 1.78459 -0.03 0.01 -0.02
H 2.68899 0.80395 2.70047 -0.07 0.08 -0.07
H -2.87070 2.83253 0.80574 0.16 0.00 -0.07
H -2.30946 1.55026 -0.29214 0.06 0.03 0.05
H -1.84706 3.23903 -0.59648 0.07 0.05 0.03

=====

Record 10
23
Properties=species:S:1:pos:R:3:forces:R:3 method="wB97M-V/def2-TZVPD" smiles="CO[C@@H]1CCCN[C@H]1[N+](=O)[O-]" e_tot_ha=-570.90207 total_charge=0
C 0.56532 -2.90191 0.19060 1.03 0.40 -0.41
O 0.16936 -1.81399 -0.65186 0.58 -1.24 -0.56
C -0.10510 -0.63619 0.00047 0.30 0.30 2.14
C -1.52417 -0.21566 -0.41279 1.57 -0.94 -0.06
C -1.93293 1.11856 0.18030 0.27 2.01 -0.04
C -0.73086 2.26764 0.11041 -2.63 -1.96 -2.85
N 0.52955 1.63473 0.37389 -0.16 -1.29 0.39
C 0.90399 0.42802 -0.35467 -0.90 0.75 0.84
N 2.36839 0.13823 0.05553 -2.14 -0.48 2.97
O 3.15537 0.51198 -0.74345 1.83 0.19 -0.98
O 2.59335 -0.29803 1.20383 -0.25 0.47 -2.23
H -0.29388 -3.16952 0.83532 0.38 -0.53 -0.50
H 1.38295 -2.54214 0.88445 -0.60 -0.64 -0.79
H 0.95708 -3.67524 -0.56111 -0.80 0.76 1.63
H 0.02589 -0.74773 1.13371 -0.49 0.05 -1.25
H -2.12076 -1.13040 -0.20312 -0.20 0.98 0.29
H -1.42169 -0.25692 -1.51284 -0.47 0.65 0.21
H -2.81675 1.45254 -0.41400 0.58 0.19 0.76
H -2.19216 1.08686 1.25533 -0.07 -0.45 -0.59
H -0.84276 2.77526 -0.95572 0.50 -0.93 1.77
H -0.81955 3.03966 0.84779 -0.57 0.32 0.38
H 1.16731 2.32134 0.14239 2.13 1.61 -0.19
H 0.98205 0.61291 -1.40444 0.10 -0.23 -0.94